Model A:
17
Properties=species:S:1:pos:R:3 method="wB97M-V/def2-TZVPD" spin_multiplicity=1 smiles="C/C=P/C.CC#N"
C -0.94 -1.62 -1.41
C -1.05 -0.14 -0.92
P -0.96 0.22 0.72
C -1.30 2.06 0.67
H -0.04 -1.98 -0.86
H -1.85 -2.17 -1.05
H -0.80 -1.55 -2.46
H -1.43 0.53 -1.59
H -1.13 2.52 1.64
H -0.60 2.51 -0.14
H -2.26 2.17 0.34
C 2.43 -0.49 1.11
C 2.10 0.43 0.03
N 1.69 1.24 -0.68
H 3.24 -0.06 1.65
H 1.59 -0.50 1.84
H 2.73 -1.57 0.78


Model B:
17
Properties=species:S:1:pos:R:3 method="wB97M-V/def2-TZVPD" spin_multiplicity=1 smiles="C=N[C@H](C)/P=C/C"
C -1.26 1.74 0.06
N -1.43 0.56 0.49
C -1.18 -0.55 -0.32
C -2.16 -1.68 -0.09
P 0.69 -1.18 0.37
C 1.57 0.20 0.07
C 3.04 0.33 0.32
H -1.39 2.56 0.75
H -0.99 1.99 -0.97
H -1.02 -0.33 -1.39
H -2.35 -1.78 0.97
H -1.77 -2.61 -0.49
H -3.10 -1.46 -0.59
H 1.09 1.09 -0.31
H 3.56 0.53 -0.61
H 3.24 1.17 0.99
H 3.45 -0.58 0.76


Which structure is the least stable? The one labeled model A.


Model A:
6
Properties=species:S:1:pos:R:3 method="wB97M-V/def2-TZVPD" spin_multiplicity=1
C -1.38 0.12 0.82
C 0.91 0.65 -0.78
F 0.52 -1.73 0.03
P 0.33 -0.12 0.56
H -1.57 1.22 0.89
H 1.20 -0.14 -1.50


Model B:
6
Properties=species:S:1:pos:R:3 method="wB97M-V/def2-TZVPD" spin_multiplicity=1 smiles="FP1=CC=1"
F -1.90 -0.86 0.00
P -1.16 0.63 0.00
C 0.47 0.15 -0.66
C 0.47 0.15 0.66
H 1.06 -0.03 -1.52
H 1.06 -0.03 1.52


Model C:
6
Properties=species:S:1:pos:R:3 method="wB97M-V/def2-TZVPD" spin_multiplicity=1
C -0.29 -0.01 1.39
C 0.06 -0.53 -0.96
F -2.42 -1.20 0.40
P -0.78 -1.26 0.37
H 0.80 -0.13 1.34
H -0.68 -0.01 -1.75


Which structure is the least stable? The one labeled model A.


Model A:
16
Properties=species:S:1:pos:R:3 method="wB97M-V/def2-TZVPD" spin_multiplicity=2 total_charge=+2 s_squared=0.763
C -1.02 -0.03 -1.30
C -0.28 0.61 -0.22
C 1.15 0.75 -0.06
N 1.35 1.29 1.18
C 0.19 1.60 1.73
N -0.80 1.12 0.93
H -1.66 -0.87 -1.05
H -0.17 -0.37 -1.95
H -1.58 0.68 -1.93
H 1.91 0.10 -0.48
H 2.29 1.56 1.50
H -0.11 2.21 2.58
H -1.79 1.13 1.19
H -0.62 -3.41 -0.75
H 0.92 -3.26 -1.00
O 0.22 -3.10 -0.37


Model B:
16
Properties=species:S:1:pos:R:3 method="wB97M-V/def2-TZVPD" spin_multiplicity=2 total_charge=+2 s_squared=0.760
C 1.42 0.84 -1.00
C 0.54 -0.04 -0.29
C -0.54 -0.85 -0.71
N -0.78 -1.72 0.36
C -0.13 -1.22 1.45
N 0.69 -0.25 1.07
H 1.05 1.38 -1.93
H 2.29 0.30 -1.54
H 1.87 1.71 -0.49
H -1.19 -0.90 -1.56
H -1.62 -2.29 0.42
H -0.13 -1.71 2.44
H 1.33 0.27 1.65
H -1.55 2.06 0.56
H -1.85 1.28 -0.64
O -1.41 1.14 0.22


Which structure is the least stable? The one labeled model A.


Model A:
36
Properties=species:S:1:pos:R:3 method="wB97M-V/def2-TZVPD" spin_multiplicity=1 smiles="CC(C)C[C@H](N)C(=O)N1CCC[C@H]1C(=O)O"
C -2.41 -1.82 -1.54
C -2.71 -0.92 -0.26
C -4.16 -0.81 0.14
C -1.91 0.46 -0.48
C -1.09 1.03 0.74
N -1.91 2.03 1.41
C 0.18 1.64 0.10
O 0.15 2.81 -0.40
N 1.16 0.79 -0.20
C 2.24 1.24 -1.09
C 3.15 -0.01 -1.25
C 2.09 -1.12 -1.21
C 1.04 -0.66 -0.13
C 1.70 -1.10 1.24
O 2.54 -0.61 1.86
O 1.18 -2.37 1.53
H -2.85 -2.82 -1.42
H -2.84 -1.37 -2.45
H -1.36 -1.87 -1.72
H -2.25 -1.44 0.66
H -4.79 -0.60 -0.78
H -4.23 0.13 0.72
H -4.60 -1.54 0.70
H -2.60 1.18 -0.84
H -1.19 0.21 -1.26
H -0.66 0.38 1.52
H -2.09 2.93 0.87
H -1.40 2.28 2.19
H 1.84 1.48 -2.00
H 2.62 2.18 -0.74
H 3.63 -0.05 -2.19
H 3.91 -0.14 -0.40
H 2.25 -2.18 -1.01
H 1.57 -1.01 -2.19
H 0.06 -0.98 -0.28
H 0.56 -2.79 0.85


Model B:
36
Properties=species:S:1:pos:R:3 method="wB97M-V/def2-TZVPD" spin_multiplicity=1 smiles="CC[C@H](C)[C@H](N)C(=O)N1CCC[C@H]1C(=O)O"
C 3.73 1.97 1.01
C 2.56 1.19 0.55
C 2.78 -0.29 0.19
C 3.55 -0.42 -1.13
C 1.41 -1.13 0.23
N 1.44 -2.50 -0.23
C 0.29 -0.42 -0.51
O 0.44 0.20 -1.52
N -0.96 -0.59 -0.01
C -1.35 -1.49 1.15
C -2.83 -1.24 1.23
C -3.28 -0.76 -0.18
C -2.06 -0.01 -0.73
C -2.21 1.54 -0.38
O -3.13 2.08 -0.90
O -1.55 1.82 0.78
H 3.44 2.91 1.56
H 4.23 1.43 1.84
H 4.42 2.35 0.28
H 2.33 1.63 -0.39
H 1.70 1.38 1.27
H 3.40 -0.72 0.94
H 4.71 -0.38 -0.94
H 3.18 0.31 -1.84
H 3.17 -1.38 -1.58
H 1.26 -1.24 1.39
H 1.29 -2.75 -1.23
H 1.42 -3.29 0.45
H -0.79 -1.20 1.96
H -1.15 -2.47 0.88
H -3.44 -2.10 1.62
H -2.93 -0.38 1.88
H -4.09 -0.05 -0.07
H -3.54 -1.60 -0.83
H -2.06 -0.05 -1.88
H -1.65 2.79 1.01


Model C:
36
Properties=species:S:1:pos:R:3 method="wB97M-V/def2-TZVPD" spin_multiplicity=1 smiles="CC(C)C[C@H](N)C(=O)N1CCC[C@H]1C(=O)O"
C -3.22 0.27 1.39
C -3.17 -0.37 0.04
C -4.42 -1.31 -0.03
C -1.72 -1.00 -0.27
C -0.65 0.03 -0.34
N -0.99 1.37 -1.07
C 0.68 -0.46 -0.73
O 0.80 -1.36 -1.54
N 1.71 0.11 -0.17
C 1.73 1.31 0.63
C 2.96 2.04 -0.01
C 3.97 0.93 -0.24
C 3.06 -0.30 -0.52
C 3.60 -1.54 0.33
O 4.32 -1.65 1.30
O 2.95 -2.60 -0.11
H -2.70 1.22 1.52
H -4.31 0.40 1.44
H -3.02 -0.44 2.22
H -3.33 0.58 -0.48
H -4.75 -1.45 -1.24
H -5.31 -0.84 0.69
H -4.14 -2.40 0.42
H -1.51 -1.73 0.48
H -2.07 -1.47 -1.18
H -0.63 0.45 0.62
H -1.17 1.15 -1.97
H -1.78 1.93 -0.47
H 1.83 0.91 1.78
H 0.75 1.81 0.66
H 3.32 2.93 0.65
H 2.63 2.47 -1.00
H 4.58 1.20 -1.11
H 4.71 0.86 0.48
H 3.03 -0.69 -1.52
H 2.27 -2.37 -0.63


Which structure is the least stable? The one labeled model C.


Model A:
49
Properties=species:S:1:pos:R:3 method="wB97M-V/def2-TZVPD" spin_multiplicity=1 smiles="Cc1ccc2c(C(=O)CN3CCCC[C@@H]3CCO)c(C)[nH]c2c1"
C 6.26 1.74 0.00
C 4.95 1.01 0.03
C 3.76 1.72 0.21
C 2.53 1.11 0.24
C 2.45 -0.27 0.09
C 1.40 -1.26 0.07
C -0.04 -1.14 0.21
O -0.77 -2.12 0.16
C -0.59 0.26 0.41
N -2.02 0.29 0.60
C -2.49 1.46 1.31
C -2.49 2.74 0.46
C -3.35 2.51 -0.79
C -2.86 1.28 -1.54
C -2.78 0.04 -0.62
C -4.18 -0.51 -0.30
C -4.15 -1.70 0.67
O -3.52 -2.83 0.14
C 2.02 -2.49 -0.11
C 1.41 -3.84 -0.21
N 3.35 -2.32 -0.20
C 3.66 -0.98 -0.08
C 4.90 -0.37 -0.12
H 7.09 1.05 -0.14
H 6.27 2.47 -0.80
H 6.41 2.28 0.94
H 3.82 2.79 0.32
H 1.65 1.72 0.38
H -0.12 0.66 1.31
H -0.24 0.87 -0.45
H -3.51 1.26 1.64
H -1.87 1.60 2.20
H -2.87 3.57 1.04
H -1.46 2.98 0.16
H -4.39 2.38 -0.49
H -3.30 3.39 -1.44
H -3.52 1.06 -2.38
H -1.87 1.48 -1.95
H -2.25 -0.75 -1.17
H -4.81 0.27 0.13
H -4.64 -0.84 -1.24
H -5.18 -2.00 0.89
H -3.66 -1.39 1.60
H -2.56 -2.65 0.11
H 2.17 -4.61 -0.33
H 0.82 -4.05 0.68
H 0.72 -3.88 -1.05
H 4.03 -3.05 -0.34
H 5.80 -0.95 -0.26


Model B:
49
Properties=species:S:1:pos:R:3 method="wB97M-V/def2-TZVPD" spin_multiplicity=1 smiles="Cc1cccc(CNC(=O)[C@@H]2CCC(=O)N(C3CCCC3)C2)c1"
C 1.35 -0.45 4.51
C 0.96 0.51 3.43
C -0.19 1.28 3.53
C -0.53 2.17 2.52
C 0.28 2.30 1.41
C 1.44 1.54 1.29
C 2.29 1.65 0.06
N 1.56 1.24 -1.13
C 2.02 0.29 -1.97
O 3.06 -0.31 -1.79
C 1.17 0.02 -3.22
C 0.35 1.22 -3.71
C -1.11 1.12 -3.25
C -1.31 0.39 -1.93
O -1.98 0.85 -1.03
N -0.71 -0.83 -1.90
C -0.93 -1.76 -0.81
C -2.43 -2.05 -0.53
C -2.65 -1.70 0.94
C -1.28 -1.90 1.58
C -0.36 -1.28 0.53
C 0.23 -1.16 -2.94
C 1.77 0.65 2.31
H 1.58 -1.43 4.09
H 2.24 -0.10 5.03
H 0.55 -0.57 5.24
H -0.83 1.17 4.39
H -1.43 2.76 2.61
H 0.01 3.00 0.63
H 3.17 1.01 0.13
H 2.61 2.69 -0.08
H 0.64 1.62 -1.24
H 1.88 -0.29 -3.98
H 0.80 2.15 -3.37
H 0.37 1.24 -4.80
H -1.56 2.11 -3.15
H -1.69 0.57 -3.99
H -0.44 -2.69 -1.10
H -2.64 -3.10 -0.72
H -3.07 -1.46 -1.19
H -2.93 -0.65 1.02
H -3.43 -2.31 1.40
H -1.07 -2.96 1.70
H -1.19 -1.40 2.54
H -0.44 -0.20 0.58
H 0.69 -1.56 0.66
H -0.29 -1.43 -3.87
H 0.82 -2.02 -2.62
H 2.66 0.05 2.22


Which structure is the least stable? The one labeled model A.


Model A:
7
Properties=species:S:1:pos:R:3 method="wB97M-V/def2-TZVPD" spin_multiplicity=1 smiles="C#[N+][O-].O=C=O"
C -1.74 0.41 0.11
N -0.72 0.95 0.19
O 0.35 1.51 0.27
H -2.55 -0.27 0.00
O 2.60 -0.37 -0.06
C 1.55 -0.86 -0.19
O 0.51 -1.38 -0.33


Model B:
7
Properties=species:S:1:pos:R:3 method="wB97M-V/def2-TZVPD" spin_multiplicity=1
C -0.88 -1.81 -1.16
C 0.19 0.79 0.80
N 0.44 0.72 -0.35
O 0.55 0.45 1.97
O 0.19 0.79 -1.54
O -1.57 -2.28 -1.86
H 1.08 1.35 2.14


Which structure is the least stable? The one labeled model B.